DFT (ωB97M-V with the def2-TZVPD basis set) results for a cluster of 7 separate species, C22H54O6PSi in total.

Cartesian coordinates (Å):
O 1.152 -0.527 7.975
H 1.355 -1.792 5.787
H -4.218 1.776 -3.181
H -1.913 -1.132 -1.017
C -0.186 -0.377 -5.680
C -1.632 0.111 -3.783
H 5.286 -6.310 2.984
H -3.146 3.155 -2.887
H 9.519 -5.607 3.234
C 2.283 0.329 8.133
H -3.451 -1.047 -3.733
H 1.583 1.958 2.842
C -2.632 -0.307 -0.979
H 3.467 -4.335 4.909
C -0.173 1.411 0.908
H 2.578 -1.818 2.983
C -0.567 1.965 -1.552
H -2.747 0.061 0.037
H 0.250 1.072 -4.160
O -3.628 3.538 -5.512
H -7.738 1.685 -0.237
H 0.807 -0.722 8.851
C -3.492 2.201 -2.487
H 6.574 -5.114 2.690
H -4.008 2.389 -1.542
C -4.816 3.900 -6.207
H -1.265 1.363 0.941
C -0.460 0.334 -4.514
H 0.729 -0.182 -6.225
H 0.276 0.104 -0.755
H -0.319 0.204 2.699
C 0.283 1.175 -0.534
H -3.190 2.840 -6.007
H -5.936 0.492 0.663
O 4.657 -4.313 2.972
P 2.172 -3.827 4.905
C -2.258 -1.568 -5.430
C 1.904 -1.379 3.728
H 8.887 -7.660 2.292
H -5.291 4.691 -5.629
H 3.077 -0.151 8.710
H -2.959 -2.313 -5.784
H -4.998 6.939 -6.627
H 0.608 -0.530 1.399
H -4.644 7.929 -5.186
C 2.170 -2.039 5.100
H -6.629 2.090 -1.558
H -5.512 3.061 -6.289
C -4.256 7.586 -6.150
H -3.158 6.149 -5.435
C -1.084 -1.330 -6.138
H -3.581 -0.703 -1.344
C 0.416 0.417 1.914
H 0.086 2.436 1.189
C 2.170 0.121 3.801
H 3.254 0.245 3.899
Si -2.073 1.023 -2.194
H 1.375 -4.487 5.838
H -0.883 2.904 -1.088
H 4.477 -4.332 2.027
H 10.038 -6.765 1.271
H -0.876 -1.891 -7.039
H -4.099 8.452 -6.788
H -4.587 4.281 -7.206
H 2.515 0.886 1.821
H 2.009 1.269 8.615
C 1.712 0.912 2.563
H 8.305 -6.693 0.925
O 8.864 -5.580 2.531
C 9.045 -6.741 1.721
O -5.889 0.708 -0.272
C 5.657 -5.315 3.238
H 1.739 0.547 4.712
H 3.116 -1.722 5.536
H 2.659 0.552 7.136
O -3.011 6.917 -5.996
H 5.875 -5.279 4.303
C -6.692 1.863 -0.497
H 1.324 1.504 -0.621
H 0.884 -1.612 3.423
C -2.526 -0.853 -4.267
H -6.326 2.726 0.066
H 0.064 2.236 -2.401
H 1.646 -4.153 3.660

LUMO = -2.6422 eV
charge = +1
calculated total energy = -1952.5931 Eh

---

DFT (ωB97M-V with the def2-TZVPD basis set) results for a structure of composition C22H56BaNO10 at a distorted geometry.

Cartesian coordinates (Å):
H 1.991 -0.253 0.822
H -0.907 -1.803 2.152
H -0.829 4.914 4.051
C 1.004 2.243 3.659
H 2.395 -4.499 0.042
H -6.039 -1.075 -1.910
C -0.103 -3.632 -0.501
O 2.247 4.137 -0.683
C 2.310 4.529 0.673
C -1.744 -0.454 3.568
H -2.147 -2.894 -4.343
C 2.649 -1.003 1.265
H 3.105 3.980 2.495
H -5.696 0.526 -2.395
H -1.801 -0.571 1.355
H 3.157 -4.316 -1.599
O -2.109 0.935 3.683
O 1.178 -1.890 -2.617
H 1.380 4.362 4.000
H -1.077 -0.737 4.384
H -2.412 0.608 -1.167
H 0.297 7.103 1.636
C -0.298 -5.904 -2.838
H -2.660 -1.041 3.677
O -3.325 0.729 -1.478
H 0.993 2.246 2.566
C -4.071 -0.481 -1.330
C 0.815 -5.521 -1.879
H 1.349 -2.948 -5.237
H 1.862 3.241 -0.703
H 3.232 2.701 1.297
H -0.578 8.315 0.929
C 0.281 -2.794 -5.082
O -0.639 4.050 3.668
H 3.674 0.271 2.770
C 2.391 -3.965 -0.907
H 0.215 -3.999 0.481
H -0.289 -3.149 -5.941
H 0.557 -5.223 -4.762
H 2.027 -1.900 1.297
O -1.348 5.059 0.528
H 1.109 0.961 -1.559
H 4.411 4.074 1.271
C 3.096 -0.649 2.672
H -0.859 5.023 -0.304
C -1.131 -0.737 2.204
H -1.007 -4.176 -0.766
H 2.742 -2.954 -0.690
H 0.679 -6.009 -0.909
H -1.446 -1.954 -3.039
H -4.319 -0.712 -0.293
H -3.391 -1.243 -1.729
H 2.309 -0.514 3.425
C 0.985 -4.030 -1.544
H 0.148 -1.712 -5.031
O -0.514 0.330 -1.019
Ba -2.563 3.094 1.988
H -1.815 6.414 2.011
C -0.253 -5.011 -4.060
H 2.419 5.613 0.704
H 0.515 3.453 5.270
H -5.044 -0.932 -3.287
C -1.561 -2.974 -3.429
H 1.740 -5.937 -2.284
H 3.375 -2.486 3.154
C -0.329 7.265 0.755
H 0.198 7.110 -0.182
H -1.256 -5.782 -2.324
H -2.048 -3.540 -2.635
O -0.751 2.139 0.291
H -2.581 1.057 4.516
N 0.854 -3.255 -2.764
C -1.570 6.410 0.944
H -0.255 -0.142 1.946
H 1.328 4.262 1.077
H -2.450 6.719 0.373
H 0.374 -1.538 -2.194
H 0.280 1.528 4.056
C -0.088 1.364 -0.463
H -0.217 -6.935 -3.183
C -5.233 -0.458 -2.329
H 3.526 -1.136 0.638
H 1.954 1.875 4.038
C 0.609 3.610 4.189
H -1.176 -5.093 -4.641
O 3.963 -1.726 3.080
C -0.164 -3.483 -3.773
H -0.204 -2.556 -0.349
O 1.186 1.709 -0.906
C 3.386 3.769 1.456

LUMO = -4.0914 eV
charge = +1
calculated total energy = -1704.2569 Eh
energy above the lowest of the compared OMol25 structures with the same formula, charge and spin = 0.0 kJ/mol

---

DFT (ωB97M-V with the def2-TZVPD basis set) results for a cluster of 5 separate species, C22H56ClN4O11 in total at a distorted geometry.

Cartesian coordinates (Å):
H 4.084 0.941 2.568
H 2.675 0.171 1.974
H -1.510 3.349 0.384
H -0.577 1.935 0.697
H 3.862 0.677 -5.483
C 0.760 2.730 2.851
N 1.965 -2.643 -2.809
H 0.632 2.455 5.885
H -0.866 2.724 5.070
H -2.761 1.490 1.173
H 4.579 -1.032 4.141
H 4.287 -0.515 1.649
O 0.586 4.272 4.777
H -1.877 3.106 -2.227
C -2.216 2.031 1.946
H -5.049 2.676 3.339
C -0.070 3.241 5.605
O -1.656 2.446 -4.264
O -0.489 -2.796 -0.163
H 2.017 4.567 3.399
H -1.895 -1.353 -2.541
H -3.483 -2.680 -1.376
H 1.417 -4.355 -1.707
O -3.099 2.888 2.655
C 3.583 -0.843 3.741
N -3.125 0.112 -3.427
H -0.581 3.611 6.494
O 0.452 -0.853 -0.894
H 3.616 0.084 8.065
H -0.589 4.011 2.843
C 1.542 -4.055 -2.747
H -4.078 -1.068 -1.119
H 3.101 -0.196 -2.124
O 0.431 -1.224 1.425
O -1.601 -0.748 0.221
C -2.558 1.043 -2.435
H 2.219 3.023 4.303
C -2.895 -1.224 -2.956
O 0.740 -3.652 -5.027
C -2.307 2.489 -3.015
C 3.669 -1.006 -2.581
C -6.072 -2.956 -1.810
H 2.145 -1.740 2.810
C 3.152 0.558 7.199
H -6.818 -3.323 -2.515
H -3.743 2.132 4.451
N 2.885 -2.067 3.415
C 2.875 -0.120 4.924
H -3.330 2.810 -3.211
H 3.072 1.166 -4.028
H -1.174 -3.872 -5.652
H -0.243 -3.465 -6.974
C -0.192 -4.082 -6.077
O -5.044 -2.383 -2.527
H -2.922 -1.886 -3.821
H 1.279 -2.122 -2.282
H -1.731 1.232 2.506
H 2.005 -0.708 5.219
H -4.180 1.145 3.043
H 2.415 -2.518 4.187
C -1.152 2.715 1.195
H 3.913 -3.176 -2.347
H -0.388 3.646 -5.535
C -4.090 2.164 3.419
H -6.639 -2.238 -1.217
H -4.088 0.333 -3.214
H 2.095 0.311 7.290
C 3.818 0.471 -4.414
H -1.916 4.386 -5.127
H -0.039 -5.152 -6.218
H 0.346 1.861 3.362
H 2.381 -4.663 -3.086
H 4.694 0.854 -3.892
C 1.508 3.718 3.856
C 0.385 -4.324 -3.748
C 3.203 -2.382 -2.113
H -3.122 1.167 -1.510
H -5.799 -3.674 -1.037
C 3.653 -0.046 2.402
O 3.490 -0.854 -4.055
H 0.148 -5.388 -3.721
H -0.475 -3.772 -3.369
H 4.704 -0.873 -2.265
H -0.725 4.175 -3.823
H 3.410 1.596 6.987
O 3.665 -0.063 6.021
C -1.126 3.742 -4.740
N -0.227 3.477 2.066
C -3.877 -1.806 -1.895
Cl -0.327 -1.415 0.156
H 2.483 0.869 4.688
H -1.541 0.708 -2.229
H 2.977 -2.389 -1.047
H 1.347 2.393 1.996

LUMO = 2.4254 eV
charge = -1
calculated total energy = -2378.2156 Eh
energy above the lowest of the compared OMol25 structures with the same formula, charge and spin = 16.8 kJ/mol

---

DFT (ωB97M-V with the def2-TZVPD basis set) results for a cluster of 6 separate species, C22H56NO17P3 in total at a distorted geometry.

Cartesian coordinates (Å):
H 1.647 -2.494 7.468
H -4.450 -0.388 0.807
H 0.745 3.088 3.631
H -1.395 3.248 8.888
O 1.150 -3.320 5.545
O 1.338 5.246 7.239
H 1.918 -4.143 7.373
C -4.867 -3.933 4.392
C -4.381 -0.298 1.891
O -2.696 1.506 7.538
H -7.304 -1.650 5.564
C -5.171 -1.367 2.678
C -5.069 -4.029 2.881
H -1.412 -4.097 3.325
O -0.419 -2.427 3.758
C -1.613 2.849 9.879
C -4.028 3.274 4.132
H -3.602 4.215 4.480
P -3.649 1.844 8.678
O -0.246 4.038 6.144
H -7.397 -2.945 4.364
H -4.841 -1.494 7.010
H -0.002 1.885 0.074
H -1.429 3.670 10.572
H -1.272 5.857 7.779
H -6.790 0.784 9.096
H 0.881 3.704 2.032
H 0.184 1.376 6.900
N -4.932 -1.309 4.153
H -3.340 -0.252 2.210
O -4.727 0.610 8.973
H -3.713 2.489 4.820
C -5.310 -2.535 5.009
O -3.435 3.056 2.846
O -1.728 2.121 1.174
O -5.180 0.008 4.739
O 1.520 2.984 6.815
H 0.709 1.758 5.286
H -3.596 -2.808 2.244
C -1.999 5.783 6.971
H -1.292 -3.749 5.127
O -1.007 3.895 2.895
H -3.874 -4.299 4.652
H 2.964 -2.945 6.506
H -1.752 4.868 5.030
C 0.364 3.873 2.977
H -3.372 -0.387 5.167
H -3.613 -2.617 6.345
H -0.796 2.145 10.035
H -5.553 -4.694 4.767
H -5.026 -3.151 7.160
P -1.880 2.505 2.772
H -2.433 6.750 6.718
C -6.632 -1.304 2.193
H -1.105 0.547 0.018
C -0.663 1.279 0.693
H -6.746 -1.003 1.151
O -1.537 1.420 3.740
H -2.503 0.345 6.262
C 1.036 1.741 6.326
C -5.466 3.074 7.314
H 1.369 0.261 3.715
H -4.849 -2.942 1.051
C -1.101 5.184 5.844
H -6.128 -4.274 2.802
C 0.894 4.198 6.767
O -2.833 2.173 10.074
H -2.135 0.481 4.800
C 1.946 -3.252 6.745
H -5.942 1.816 10.257
H -7.252 -2.200 2.173
O 1.945 -1.570 4.014
C 1.949 -0.480 3.166
C -5.918 0.853 9.746
O -2.483 -0.146 5.438
C -1.412 -3.351 4.119
H 2.947 -0.044 3.112
H -0.457 5.955 5.421
H -5.105 3.405 4.019
H -5.315 3.964 6.702
H -4.787 0.662 2.212
C -6.865 -2.597 5.249
H -2.317 -2.743 4.118
H -7.162 -3.412 5.909
H 0.625 4.760 3.555
P 0.651 -1.939 4.839
C -4.675 -2.738 2.108
H -0.083 0.722 1.430
H -2.767 5.028 7.141
H -5.290 2.208 6.677
H -7.264 -0.636 2.778
H -6.487 3.102 7.696
H -4.646 -4.919 2.415
H -6.062 0.133 10.552
H 1.512 -0.776 2.213
O -4.585 3.165 8.430
H 1.831 0.996 6.358
O 0.189 -0.930 5.846
C -4.679 -2.409 6.440

LUMO = 0.4650 eV
calculated total energy = -3229.8299 Eh
energy above the lowest of the compared OMol25 structures with the same formula, charge and spin = 73.1 kJ/mol

---

DFT (ωB97M-V with the def2-TZVPD basis set) results for a cluster of 6 separate species, C22H57ClN6O10P in total at a distorted geometry.

Cartesian coordinates (Å):
H 12.709 -19.564 -29.418
H 10.682 -28.532 -28.091
N 14.490 -21.071 -28.215
N 14.038 -24.198 -27.920
O 8.044 -30.085 -29.218
C 15.529 -25.825 -28.411
H 15.663 -23.863 -29.033
H 15.523 -21.686 -30.716
H 15.498 -26.067 -33.203
N 6.881 -28.335 -27.568
H 6.901 -21.080 -30.096
C 14.151 -24.913 -30.215
H 6.814 -26.591 -26.253
H 5.291 -29.679 -27.430
C 15.074 -17.502 -30.543
H 9.271 -26.031 -30.601
C 14.783 -20.178 -29.329
H 8.154 -21.359 -31.939
C 14.787 -25.574 -32.540
O 9.492 -21.546 -27.267
H 5.784 -23.594 -31.236
H 6.405 -25.896 -30.205
H 5.935 -28.394 -32.319
C 12.683 -17.281 -24.023
H 14.584 -24.582 -32.944
H 15.812 -19.870 -29.143
H 14.796 -17.702 -23.934
O 12.438 -16.427 -23.126
O 11.774 -18.252 -24.426
C 13.715 -18.531 -25.716
H 8.220 -25.678 -29.126
O 5.712 -21.713 -32.168
H 11.282 -27.548 -29.493
O 13.854 -18.288 -30.546
H 13.306 -25.543 -29.934
H 4.433 -22.986 -33.374
H 13.847 -23.986 -30.700
C 5.766 -22.527 -31.015
H 16.335 -26.205 -29.040
O 11.505 -21.984 -28.380
C 9.063 -26.223 -29.548
O 15.009 -25.598 -31.117
H 5.528 -26.675 -31.388
H 13.710 -21.592 -30.728
H 8.407 -23.218 -31.481
C 5.871 -26.833 -30.365
C 7.019 -22.148 -30.284
N 7.369 -22.987 -29.114
H 4.942 -27.064 -29.845
H 8.034 -23.633 -29.516
H 15.092 -16.842 -29.675
H 15.167 -16.849 -31.410
C 4.616 -21.965 -33.039
H 16.028 -18.008 -30.691
H 14.667 -20.385 -31.469
N 6.683 -28.103 -30.337
H 14.498 -19.270 -25.885
H 9.232 -21.949 -30.652
H 3.696 -21.620 -32.567
H 14.729 -21.979 -28.587
C 6.741 -28.717 -31.660
C 6.379 -26.982 -27.172
H 14.939 -26.741 -28.444
N 9.146 -27.592 -29.182
H 4.720 -21.231 -33.838
H 13.622 -18.437 -28.510
H 12.655 -20.080 -24.659
H 9.942 -25.695 -29.177
H 5.825 -29.134 -25.894
H 13.385 -24.828 -27.477
H 14.227 -16.414 -25.036
H 13.461 -17.994 -26.630
H 6.851 -30.289 -26.718
H 13.404 -23.453 -28.171
H 13.911 -26.222 -32.564
H 7.756 -22.443 -28.356
C 10.498 -28.205 -29.114
H 13.501 -21.196 -28.056
C 14.047 -17.427 -24.677
C 12.416 -19.179 -25.224
C 14.646 -21.048 -30.604
H 7.598 -28.365 -32.235
C 13.696 -19.105 -29.369
C 8.328 -22.162 -31.223
O 10.427 -23.723 -27.643
H 10.476 -29.094 -29.745
H 6.622 -29.800 -31.667
H 11.749 -19.580 -25.988
H 4.863 -22.216 -30.490
H 5.303 -26.812 -27.209
H 6.783 -26.224 -27.844
Cl 10.699 -22.399 -27.290
O 11.389 -22.271 -26.043
H 15.848 -25.802 -27.369
C 6.196 -29.433 -26.874
C 14.919 -24.654 -28.940
P 7.752 -28.653 -29.051

LUMO (alpha / beta) = -0.4297 / -5.2507 eV
spin multiplicity = 2
⟨S²⟩ = 0.76
calculated total energy = -2754.3928 Eh

---

Look up the calculated total energy of the second one.
-1704.2569 Eh

---

Which of these has the lowest calculated total energy?
C22H56NO17P3